# 1
C5H6N2 as an isolated structure at a distorted geometry. Source: the Open Molecules 2025 dataset; level of theory: wB97M-V/def2-TZVPD.

Properties
Relative energy (zero: lowest compared OMol25 entry of this formula, charge and spin): 124.96 kcal per mole
Frontier orbital gap: 9.5 eV
Multiplicity: 1
LUMO: 0.907 eV
HOMO energy: -8.6 eV

Geometry as XYZ:
```
13
C5H6N2 | the Open Molecules 2025 dataset | wB97M-V/def2-TZVPD
C -2.0698 0.0861 0.7042
C -2.1433 0.2446 -0.5897
C 0.9127 0.8922 -0.1067
C 1.7053 -0.3350 0.1699
C -0.7968 -0.0820 -0.0937
N 0.9307 -1.5430 -0.1699
N -0.2673 -1.3347 -0.3168
H -2.5406 -0.1294 1.6166
H -2.6924 0.3566 -1.4947
H 0.9755 1.7829 0.5838
H 1.2360 1.1642 -1.1726
H 2.6843 -0.4386 -0.3360
H 2.0658 -0.6639 1.2057
```

Table of Löwdin atomic charges, one value per atom, all in e:
1. C 0.06
2. C 0.03
3. C -0.05
4. C -0.31
5. C -0.32
6. N 0.00
7. N 0.00
8. H 0.08
9. H 0.10
10. H 0.09
11. H 0.09
12. H 0.10
13. H 0.13



# 2
A 2-piece molecular cluster, CH2BrNO3 overall at a distorted geometry. Source: the Open Molecules 2025 dataset; level of theory: wB97M-V/def2-TZVPD.

Properties
Relative energy (zero: lowest compared OMol25 entry of this formula, charge and spin): 54.03 kcal per mole
Frontier orbital gap (alpha / beta): 9.1 / 5.6 eV
Multiplicity: 1
LUMO (alpha / beta): -2.047 / -3.806 eV
HOMO energy (alpha / beta): -11.1 / -9.4 eV

Geometry as XYZ:
```
8
CH2BrNO3 | the Open Molecules 2025 dataset | wB97M-V/def2-TZVPD
C 0.2585 -0.3951 0.3756
N 0.2997 0.9039 0.0236
O -0.1155 1.7297 0.8098
O 0.7522 1.0846 -1.1353
O 0.8238 -1.1684 -0.4352
Br -2.9133 -0.8338 0.1298
H -0.2466 -0.7336 1.3872
H 1.1411 -0.5874 -1.1556
```

Table of Löwdin atomic charges, one value per atom, all in e:
1. C -0.22
2. N -0.40
3. O 0.10
4. O 0.03
5. O 0.15
6. Br 0.04
7. H 0.18
8. H 0.13



# 3
A 2-piece molecular cluster, C2H5ClNS overall at a distorted geometry. Source: the Open Molecules 2025 dataset; level of theory: wB97M-V/def2-TZVPD.

Properties
Relative energy (zero: lowest compared OMol25 entry of this formula, charge and spin): 42.22 kcal per mole
Frontier orbital gap: 8.2 eV
Multiplicity: 1
LUMO: -6.601 eV
HOMO energy: -14.8 eV
Charge: +1

Geometry as XYZ:
```
10
C2H5ClNS | the Open Molecules 2025 dataset | wB97M-V/def2-TZVPD
C 1.9731 0.4467 1.1975
C -1.3554 -0.2503 -0.0066
N -0.5008 0.7111 0.0445
S 1.8851 -1.2203 1.4821
Cl 1.5723 1.5327 2.4075
H -1.0391 -1.3259 0.2154
H -2.3507 -0.1607 -0.3176
H 2.2859 -1.6635 0.2670
H 2.7390 0.9682 0.5515
H -0.8596 1.5238 -0.2829
```

Table of Löwdin atomic charges, one value per atom, all in e:
1. C -0.91
2. C -0.04
3. N 0.04
4. S 0.93
5. Cl 0.77
6. H 0.08
7. H 0.06
8. H -0.04
9. H 0.08
10. H 0.02



# 4
C25H44InO17 as an isolated structure at a distorted geometry. Source: the Open Molecules 2025 dataset; level of theory: wB97M-V/def2-TZVPD.

Properties
Frontier orbital gap: 6.4 eV
Multiplicity: 1
LUMO: 1.977 eV
HOMO energy: -4.5 eV
Charge: -1

Geometry as XYZ:
```
87
C25H44InO17 | the Open Molecules 2025 dataset | wB97M-V/def2-TZVPD
C 1.3290 1.2906 -2.4464
O 1.8682 2.5874 -2.2892
C 2.0143 2.8512 -0.8940
C 0.6722 2.9956 -0.2052
C 0.6931 3.7782 1.1057
C 0.6106 2.8725 2.3422
In 1.9380 1.0476 2.3951
O 3.9449 1.5592 2.6359
H 0.5483 1.0765 -1.7226
H 0.8660 1.2411 -3.4309
H 2.0862 0.5200 -2.3924
H 2.6358 2.0853 -0.4308
H 2.5542 3.7894 -0.7981
H 0.2605 2.0105 -0.0124
H 0.0195 3.4474 -0.9527
H 1.5782 4.4068 1.1398
H -0.1741 4.4481 1.0868
H 0.9633 3.4639 3.1843
H -0.4096 2.5392 2.5038
H 1.7651 0.0624 0.9212
H 1.4636 0.0227 3.7849
H 4.3893 1.4950 1.7856
C 5.2145 -3.5061 2.2271
C 4.9769 -3.0377 0.8154
C 6.2195 -2.6588 0.0404
O 5.7148 -1.6823 -0.8747
C 4.6201 -1.1040 -0.2935
O 4.0835 -0.1326 -0.7096
O 4.2548 -1.7961 0.8060
H 4.2669 -3.6235 2.7504
H 5.7373 -4.4636 2.2266
H 5.8051 -2.7753 2.7816
H 4.3820 -3.7706 0.2657
H 6.6668 -3.4904 -0.4996
H 6.9747 -2.1850 0.6738
C 1.8013 -2.0926 -4.1357
C 1.5561 -3.4225 -3.4742
C 0.1032 -3.7400 -3.1900
O 0.2014 -4.6031 -2.0400
C 1.3398 -4.2809 -1.3872
O 1.6349 -4.6824 -0.3042
O 2.0975 -3.4499 -2.1329
H 2.8693 -1.8744 -4.1496
H 1.4290 -2.0820 -5.1599
H 1.3147 -1.2962 -3.5739
H 2.0417 -4.2266 -4.0364
H -0.3983 -4.2545 -4.0066
H -0.4507 -2.8508 -2.9189
C -6.1982 -2.5589 -2.1525
C -4.7993 -2.9062 -2.5888
C -3.8287 -3.2059 -1.4714
O -2.5639 -2.8314 -2.0475
C -2.8241 -1.8739 -2.9813
O -1.9950 -1.2204 -3.5261
O -4.1525 -1.7799 -3.2120
H -6.7906 -2.2263 -3.0039
H -6.6828 -3.4267 -1.7060
H -6.1841 -1.7476 -1.4244
H -4.8171 -3.7223 -3.3174
H -3.8089 -4.2518 -1.1766
H -4.0068 -2.5834 -0.5918
C -0.3279 -2.0307 2.1380
C -1.6892 -2.5825 2.4531
C -2.1846 -3.6249 1.4774
O -3.6130 -3.4779 1.5605
C -3.8652 -2.1964 1.9404
O -4.9478 -1.6991 1.9218
O -2.7310 -1.5819 2.3208
H -0.0627 -1.1968 2.7887
H 0.4273 -2.8079 2.2586
H -0.2874 -1.6608 1.1128
H -1.7289 -2.9599 3.4789
H -1.8934 -4.6394 1.7363
H -1.8712 -3.4053 0.4541
C -2.2155 6.0190 3.0268
C -2.9113 7.0800 2.2206
C -2.2653 7.4062 0.8916
O -2.6587 8.7758 0.6954
C -2.8593 9.3253 1.9163
O -3.0177 10.4875 2.1163
O -2.8549 8.3689 2.8722
H -2.6538 5.9392 4.0210
H -2.2873 5.0513 2.5312
H -1.1605 6.2593 3.1612
H -3.9672 6.8282 2.0871
H -2.6192 6.7895 0.0705
H -1.1759 7.3586 0.9378
```

Table of Löwdin atomic charges, one value per atom, all in e:
1. C -0.13
2. O -0.18
3. C -0.24
4. C -0.23
5. C -0.31
6. C -0.31
7. In 0.53
8. O -0.47
9. H 0.08
10. H 0.08
11. H 0.06
12. H 0.08
13. H 0.12
14. H 0.07
15. H 0.11
16. H 0.10
17. H 0.07
18. H 0.01
19. H 0.02
20. H -0.06
21. H -0.10
22. H -0.09
23. C -0.02
24. C -0.33
25. C -0.10
26. O 0.05
27. C -0.55
28. O 0.14
29. O 0.08
30. H 0.09
31. H 0.09
32. H 0.09
33. H 0.15
34. H 0.13
35. H 0.14
36. C -0.01
37. C -0.31
38. C -0.09
39. O 0.06
40. C -0.57
41. O 0.15
42. O 0.09
43. H 0.09
44. H 0.09
45. H 0.07
46. H 0.15
47. H 0.14
48. H 0.10
49. C -0.01
50. C -0.32
51. C -0.08
52. O 0.04
53. C -0.55
54. O 0.16
55. O 0.09
56. H 0.09
57. H 0.09
58. H 0.09
59. H 0.16
60. H 0.15
61. H 0.12
62. C -0.04
63. C -0.31
64. C -0.09
65. O 0.02
66. C -0.59
67. O 0.14
68. O 0.10
69. H 0.01
70. H 0.10
71. H 0.08
72. H 0.16
73. H 0.14
74. H 0.12
75. C -0.02
76. C -0.33
77. C -0.09
78. O 0.06
79. C -0.57
80. O 0.15
81. O 0.08
82. H 0.09
83. H 0.09
84. H 0.09
85. H 0.16
86. H 0.14
87. H 0.14



# 5
C6H6N2 as an isolated structure at a distorted geometry. Source: the Open Molecules 2025 dataset; level of theory: wB97M-V/def2-TZVPD.

Properties
Relative energy (zero: lowest compared OMol25 entry of this formula, charge and spin): 143.97 kcal per mole
Frontier orbital gap: 9.9 eV
Multiplicity: 1
LUMO: 0.549 eV
HOMO energy: -9.3 eV

Geometry as XYZ:
```
14
C6H6N2 | the Open Molecules 2025 dataset | wB97M-V/def2-TZVPD
C 2.1532 0.0651 -0.3000
C 0.7367 -0.1504 -0.4003
C -0.0571 -0.7929 0.8208
C -1.2195 -0.3332 -0.1698
C -1.1649 0.9702 -0.0701
C 0.1669 1.2050 -0.1463
H -0.1698 -1.8402 1.1630
H -0.0133 -0.2465 1.7936
H -2.3515 -0.5856 0.0285
H -0.0380 -1.7172 -0.9923
H -1.9959 1.8674 -0.3998
H 0.8522 2.0936 0.1052
N 3.3284 0.1061 -0.0972
N -0.2275 -0.6415 -1.3352
```

Table of Löwdin atomic charges, one value per atom, all in e:
1. C -0.14
2. C -0.50
3. C -0.02
4. C -0.34
5. C -0.15
6. C -0.05
7. H 0.11
8. H 0.12
9. H 0.18
10. H 0.16
11. H 0.20
12. H 0.15
13. N 0.16
14. N 0.12



# 6
One molecule with the formula C5H6O. Source: the Open Molecules 2025 dataset; level of theory: wB97M-V/def2-TZVPD.

Properties
Relative energy (zero: lowest compared OMol25 entry of this formula, charge and spin): 58.18 kcal per mole
Frontier orbital gap: 9.3 eV
Multiplicity: 1
LUMO: 0.802 eV
HOMO energy: -8.5 eV

Geometry as XYZ:
```
12
C5H6O | the Open Molecules 2025 dataset | wB97M-V/def2-TZVPD
C 0.2828 -1.7427 0.8318
C -0.1972 -1.0605 -0.2059
C 0.4566 0.2063 -0.6153
O 1.8100 0.2152 -0.7804
C -0.2952 1.2840 -0.6320
C -1.1704 2.1206 -0.1456
H -0.2115 -2.6256 1.2244
H 1.1664 -1.3775 1.3533
H 2.0923 -0.7066 -0.8279
H -1.2090 2.1987 0.9368
H -1.1218 -1.3413 -0.7013
H -1.8796 2.7033 -0.7224
```

Table of Löwdin atomic charges, one value per atom, all in e:
1. C 0.02
2. C -0.11
3. C -0.38
4. O 0.04
5. C -0.04
6. C 0.01
7. H 0.06
8. H 0.07
9. H 0.10
10. H 0.06
11. H 0.11
12. H 0.05